Entry 1:
DFT (ωB97M-V with the def2-TZVPD basis set) results for a molecular structure, C4H11ClGaNO3Sm in a non-equilibrium geometry.

Structure (ORCA input):
```
! RIJCOSX wB97M-V def2-TZVPD def2/J DEFGRID3
* xyz -1 6
H 0.4442 -4.0783 1.0216
H -0.2753 2.6177 -1.8009
O -2.1444 2.1136 0.9701
H 2.6646 -2.9261 -1.4348
H 1.4663 -2.2288 -2.6072
C -0.2494 -3.2355 0.8663
Sm -0.7147 0.6907 0.3869
C -0.0458 2.7527 -0.7186
H -0.5682 -2.8372 1.8438
O -3.5616 3.6554 0.2363
H 2.6306 -1.1504 -1.7653
Cl -1.1700 -1.1039 -1.6923
C 1.3885 -0.3775 0.9913
H 1.0008 2.9453 -0.3896
H 1.0295 -0.4429 2.0658
H -0.7362 3.5127 -0.2728
N -2.7615 3.3808 1.0956
H -1.1329 -3.5606 0.2980
C 2.0232 -2.0646 -1.6750
Ga 0.8152 -1.9199 -0.1456
H 2.2746 0.2217 0.6666
O -2.3775 4.0351 2.0597
*
```

Computed properties:
Strongest force on any atom ... 4.13 eV Å⁻¹
E_HOMO (alpha / beta) ... -0.152 / -0.150 hartree
HOMO-LUMO gap (alpha / beta) ... 6.75 / 6.72 eV
M ... 376.7 g mol⁻¹
LUMO level (alpha / beta) ... 2.6247 / 2.6357 eV

***

Entry 2:
DFT (ωB97M-V with the def2-TZVPD basis set) results for 11 unconnected molecules or ions with the total composition C40H102O28P4 in a non-equilibrium geometry.

Structure (ORCA input):
```
! RIJCOSX wB97M-V def2-TZVPD def2/J DEFGRID3
* xyz -1 2
H -4.3347 1.5172 2.0142
H -1.0331 -7.9528 4.2088
H -1.4584 0.4183 -4.0300
H -1.1382 3.5058 4.8292
C 2.8708 2.4422 -3.5509
H 1.8257 0.9472 -6.4707
H -6.7262 -1.2550 2.9763
H -2.4694 2.3948 4.6479
H -1.6577 -3.8330 5.1941
H 2.5137 1.8531 -2.7062
O 3.7697 -1.7997 5.5186
H -3.3205 2.0478 -8.4906
H 5.5627 0.5858 0.7615
H -1.3626 -1.2605 1.7628
H 0.2994 1.9314 -0.2125
C -4.9354 4.7078 3.0640
H 0.9420 -0.2536 -0.8951
C 2.3973 3.7258 2.2453
H -2.5927 4.7933 5.9848
C 3.9468 -1.9187 3.1651
O -1.2349 -5.4166 -3.0298
H 2.5090 -0.8212 6.8929
H 5.7706 -0.3792 -7.2163
H 6.0817 -0.9599 -1.9352
H 3.3139 -2.0530 2.2879
C 1.7081 -1.7580 -4.0066
H -2.9904 6.3630 6.7721
C -3.1546 -2.7638 -0.7691
O 5.0314 -1.0230 2.7749
O -6.7935 4.9681 5.9271
H 4.4362 1.8580 0.2350
H -3.0914 -2.7489 0.3190
O -5.5493 -1.2290 1.3200
H 0.2517 -4.1677 0.5688
H -2.5990 4.9456 7.8141
C -0.7857 -4.1219 4.6074
H 6.4549 -1.5234 4.3291
H -3.1066 -0.4753 -5.3808
H 5.5204 -0.0017 -3.2670
C -0.0427 -7.6235 3.8947
H -0.1094 -10.2539 3.1152
H 0.5028 -6.6476 -2.8566
H -5.6180 3.8600 3.0054
H 1.4597 -9.8422 3.7875
C -0.0074 -5.9161 -3.4832
O -5.0720 2.9421 5.6140
C 0.0353 -0.1934 -0.2931
C 1.5854 2.0039 3.6103
H 0.9820 -1.2451 -3.3759
H -0.5515 -5.5018 -0.3543
O -0.7354 -5.5112 4.6318
C -2.9392 -0.7230 -7.5200
O 2.5491 -0.9733 -6.9959
H -0.9752 -3.6340 3.6513
C -0.5611 -0.5674 2.0182
C 1.8252 0.2620 -7.3184
H 5.4812 -0.0833 4.5491
H 6.3077 1.0560 -6.3921
H 0.6131 -5.1106 -3.8759
H -0.6606 -0.9006 -0.7446
H 2.2949 -2.5007 -3.4660
O -2.6895 -0.0118 -8.8220
H 3.8074 2.0768 -3.9722
O 3.0760 3.8195 -3.2083
C -1.4324 2.5670 4.3599
H -1.3987 2.7569 3.2871
H 2.6122 1.8572 3.9454
H 0.0846 -3.6906 5.1021
P 1.9214 4.9113 -3.5303
O 0.5201 -8.3074 2.7484
H 5.3749 2.0379 -1.8389
O 1.3640 3.2962 3.1070
H 2.7067 -0.5416 4.3475
H -1.4271 3.3871 1.1101
C 5.7266 1.1315 -1.3462
H -6.8915 1.3565 3.0011
H 2.6722 6.0045 -6.6735
C 5.4289 0.5799 -6.8271
H 0.8115 -0.0471 -7.5732
C 0.7931 -9.6675 2.9430
C 0.0036 -6.1150 3.6165
H -3.0091 2.9389 0.7094
H -4.1659 -2.7183 -1.1730
H -3.7464 -1.1726 2.4567
H 6.7906 1.3637 -1.2999
O 2.1240 6.3081 -3.1003
C -6.7153 -0.7120 2.0312
O 4.1436 -0.4071 -1.8075
H 1.1208 0.9216 5.3421
H -2.6461 -1.8604 -1.1061
C 3.0338 -1.5813 4.3508
H -4.8292 2.0769 7.4185
O 4.4414 -2.2071 -5.5943
H -0.1608 -0.8334 2.9965
C -3.0180 5.2772 6.8640
H -6.5523 1.3269 1.3341
H 4.9547 1.1124 -7.6515
P -1.2643 -3.9050 -2.4239
H 2.1306 4.7212 1.8901
C 3.1104 -1.7239 6.7844
H 1.3476 1.1580 2.9652
H 1.0447 -5.8080 3.7155
C -2.8801 0.1726 -6.2276
O -1.3307 -2.8306 -3.4299
C -3.5188 1.1610 -9.0925
H 1.3310 -2.2660 -4.8943
O -4.4010 5.0077 6.9787
H 2.5338 -2.6278 6.9807
H -0.6282 1.4314 -1.5419
H -3.6590 0.9203 -6.3770
C 5.9848 -0.6944 3.8001
O 0.5024 -0.3990 1.0802
C 0.7376 1.7887 4.8042
C 5.4769 -0.0871 -2.1812
P -5.3838 4.5367 5.7416
H -0.2814 -6.5178 -4.3499
O -1.5618 0.8105 -6.1476
H 2.2829 0.8082 -8.1432
O 1.7897 4.8574 -5.1541
H -1.9514 2.0446 -4.4405
H 4.0938 -1.0078 0.1968
H 0.5577 -7.8507 4.7757
H -3.9899 4.3798 2.6320
H -1.2070 4.6245 -3.9818
H 3.1517 4.3152 -6.5394
H -4.5631 0.9249 -8.8880
O -2.5711 -3.9629 -1.3269
H 3.7314 5.4876 -5.3251
P 3.5842 -1.0078 -5.7253
C 3.9523 -0.1246 -0.4260
H -7.6559 -0.9942 1.5582
O -0.6396 1.4871 4.7384
C -4.3460 -0.5758 1.7694
C 0.2335 -4.7456 -0.3553
C -0.5011 1.2402 -0.4764
H -5.8675 1.1135 6.2378
H 6.7979 -0.1542 3.3152
C -1.3198 1.2157 -4.7601
H 4.4976 -2.8341 3.3816
O 4.4055 0.3957 -5.8600
H -5.4303 5.4243 2.4084
H 3.3096 3.8981 2.8164
H 0.9543 2.6458 5.4419
C -0.6383 4.9404 -3.1072
O 0.5384 4.2074 -2.9350
O -1.7448 1.3983 0.2175
O -4.6958 5.1808 4.4348
H -1.0106 0.4174 2.1449
H 2.4833 3.0692 1.3794
H 2.9708 0.2883 -0.1928
C -4.8233 0.6553 2.4687
C -6.3827 0.7560 2.2470
C -5.5957 2.0880 6.6436
O 0.0471 -3.8662 -1.4558
H 3.8902 -1.6996 7.5456
H -2.1843 -1.5094 -7.5189
H -3.8792 -1.2744 -7.4982
H -0.5107 6.0228 -3.0921
H 1.2277 -5.1878 -0.4192
H -3.7553 -0.3705 0.8766
H 2.0920 -2.1276 4.2997
C 4.9849 0.9700 -0.0791
H 1.1336 -10.1848 2.0460
O 2.6120 -0.7673 -4.4867
H -0.3381 -5.8780 2.6090
H -1.2840 4.8273 -2.2364
H -3.4450 1.4569 -10.1390
H -6.4675 2.6269 7.0144
H -0.2675 1.4596 -4.6144
H -4.5981 0.7401 3.5319
C -1.9877 2.8624 0.3365
H -2.0705 3.3341 -0.6426
C 2.8958 5.2061 -5.9659
H 2.1477 2.4837 -4.3654
*
```

Computed properties:
Strongest force on any atom ... 3.26 eV Å⁻¹
E_HOMO (alpha / beta) ... 0.021 / -0.281 hartree
HOMO-LUMO gap (alpha / beta) ... 1.34 / 9.52 eV
M ... 1155.1 g mol⁻¹
LUMO level (alpha / beta) ... 1.9252 / 1.8755 eV

***

Entry 3:
DFT (ωB97M-V with the def2-TZVPD basis set) results for C4H7NO2 in the gas phase in a non-equilibrium geometry.

Structure (ORCA input):
```
! RIJCOSX wB97M-V def2-TZVPD def2/J DEFGRID3
* xyz 0 1
O -0.6558 1.0339 1.5216
C 0.2970 0.0199 -0.3091
H -2.3333 -0.4623 -0.6764
H -2.8924 0.2340 0.8131
H 1.9381 -1.3443 -0.5105
H 0.3515 -2.1305 -0.3982
H 0.5937 2.1858 -0.2812
H 1.0869 -1.4078 1.0591
O 0.5047 0.5146 -1.5995
N -2.1337 -0.1208 0.2474
C 0.9588 -1.3021 -0.0206
C -0.9061 0.3568 0.5381
C 1.0799 1.2235 -0.3780
H 2.1108 1.1993 -0.0058
*
```

Computed properties:
Strongest force on any atom ... 1.26 eV Å⁻¹
E_HOMO ... -0.357 hartree
HOMO-LUMO gap ... 10.58 eV
SMILES string ... C[C@@]1(C(N)=O)CO1
Energy above the lowest of the compared OMol25 structures with the same formula, charge and spin ... 194.2 kJ/mol
M ... 101.1 g mol⁻¹
LUMO level ... 0.8682 eV

***

Entry 4:
DFT (ωB97M-V with the def2-TZVPD basis set) results for a molecular structure, C43H59N10O5TeTi.

Structure (ORCA input):
```
! RIJCOSX wB97M-V def2-TZVPD def2/J DEFGRID3
* xyz 0 4
H -4.0515 -4.6779 0.3800
C 2.3434 2.3983 -1.1213
C 0.4237 -1.7246 3.6861
H 5.8356 -0.7725 0.4137
N -2.1604 0.4116 -1.6416
C 3.7354 8.2835 -1.0058
H -0.6358 4.2751 -1.0417
C 1.0542 -2.0927 2.3237
H -2.5569 -3.8439 0.3428
H 1.9980 0.9063 4.6193
H -5.0078 0.9076 -3.4021
H -3.9088 2.4475 1.6556
H 0.0400 -2.9014 -5.2246
C -0.7607 -5.7735 0.9869
H 1.3082 -1.6884 -5.0938
C 0.7698 -2.4640 -4.5493
H 0.4111 4.5231 -2.4292
C 1.8679 6.5946 -1.1542
C -1.3657 -2.2506 -3.3105
H 0.7930 -3.1176 2.0559
H 0.8060 1.9901 3.9079
C 0.0029 5.0048 -1.5337
H 2.1144 4.6803 3.2653
N -2.0616 -1.8600 2.0536
C -5.8984 -2.3167 -1.7340
N -5.3490 -1.1998 -2.1535
H 2.1383 -2.0760 2.4341
C 4.2164 0.2618 1.3898
C -2.0277 -1.1521 3.3455
O -2.8224 0.4134 0.9161
H 1.4720 -3.2476 -4.2576
H -3.0054 -2.1891 1.8808
H -2.7469 -0.3393 3.2932
C 1.1219 5.5207 -0.6601
H -1.5184 -2.7164 2.1067
N 0.6711 -1.2407 1.1849
H 2.3705 2.6159 4.4009
C -3.4265 0.2013 -2.1233
C 1.8657 1.7574 3.9485
C -0.1409 -5.2672 -0.1464
H -1.8879 -1.8693 -4.1878
C -0.6413 -0.6287 3.6668
C -4.1049 -0.9453 -1.6739
C -4.1266 -2.9006 -0.4793
H 4.8035 8.0548 -1.0348
H 3.8623 0.1039 3.4967
C 0.2860 -6.1609 -1.1206
C -4.0046 1.1082 -3.0543
H 2.4063 -0.4001 -3.3978
H -0.4879 1.5841 -1.6699
H -1.4542 -7.5194 2.0267
C 3.5452 0.5697 2.5664
H -1.3638 3.2224 -3.3040
H 2.8641 1.9068 -1.9427
H 4.0990 6.9697 1.3401
H 3.5421 5.7150 3.1974
N -3.5671 -3.7970 0.3897
H 2.5699 -0.6985 -1.6528
H 1.5928 7.0222 -2.1163
H 6.1001 -0.4785 2.1358
C 3.8004 0.8807 0.2190
H 0.8036 -5.7551 -1.9822
C 2.9442 7.1230 -0.4614
O 0.1527 -0.8651 -1.3908
H -7.6467 -3.3360 -1.6940
N 0.0534 -1.9249 -3.3978
C -3.2894 2.1876 -3.4773
C 0.7019 -1.2866 -2.4175
O -1.1203 -4.8951 1.9774
N -5.3397 -3.2290 -0.9177
C 5.3465 -0.7320 1.3873
Ti -1.4766 -0.9011 0.0650
H -7.6670 -1.8795 -2.6137
H -2.7015 3.5243 0.9359
O -0.9199 -3.0406 -0.1600
C 2.1827 -1.0939 -2.5827
C -0.9765 -7.1399 1.1283
C -2.0964 1.4652 1.1336
C 2.5476 5.4994 1.3078
C -2.8489 2.6814 1.6147
H -1.7976 -1.8075 -2.4316
H 3.6105 9.1718 -0.3808
C -1.4827 1.4804 -2.0789
N -7.1436 -2.6304 -2.2023
H 3.6004 4.0729 2.5457
C -0.5745 -8.0100 0.1303
H -0.6846 -0.1412 4.6446
C 2.4692 1.4537 2.5980
H -1.4980 -3.3342 -3.2537
C 2.7249 1.7676 0.1930
O 1.2143 -3.4548 -0.7725
H -0.6332 5.8266 -1.8711
H 3.4172 8.5399 -2.0176
N -3.4490 -1.7779 -0.7739
H 2.6058 3.4586 -1.1405
H 2.6714 -2.0444 -2.7961
H 1.2260 -1.4270 4.3659
H -0.0103 -2.6298 4.1283
C 1.4705 4.9686 0.5749
H -2.3494 -1.8247 4.1457
H 1.1148 -1.6388 0.3621
H 1.0367 -0.3023 1.2805
C 2.0484 2.0394 1.3910
C -1.9766 2.3889 -2.9845
C 3.2665 6.5611 0.7713
H -1.5422 -5.3858 2.6858
H -0.7517 -9.0732 0.2460
C 0.0632 -7.5239 -1.0026
H 4.3207 0.6618 -0.7106
H -2.5033 2.9868 2.6048
H -3.7214 2.8857 -4.1861
H 4.9805 -1.7359 1.6193
C 2.9717 4.9622 2.6519
H 1.2686 2.3264 -1.3044
N -0.8156 1.3419 0.9422
H -0.3780 0.1391 2.9411
Te 0.3470 3.2787 1.3759
H 0.3886 -8.2012 -1.7808
C 0.0978 -3.7920 -0.3780
*
```

Computed properties:
Strongest force on any atom ... 0.55 eV Å⁻¹
E_HOMO (alpha / beta) ... -0.173 / -0.290 hartree
HOMO-LUMO gap (alpha / beta) ... 5.14 / 7.34 eV
Energy above the lowest of the compared OMol25 structures with the same formula, charge and spin ... 6.1 kJ/mol
M ... 971.5 g mol⁻¹
LUMO level (alpha / beta) ... 0.4406 / -0.5483 eV

***

Among the records above, which one has the highest strongest force on any atom?
C4H11ClGaNO3Sm